DFT (the ωB97M-V functional and the def2-TZVPD basis) results for a 17-piece molecular cluster, C30H64BCl32IOSi overall.

Largest force on an atom, eV/A: 2.8
LUMO energy, eV: 0.2
E, hartree: -16594.778057
Kohn-Sham gap, eV: 8.883

Atoms and positions in Å:
C -4.166 4.072 -2.570
C -5.046 4.484 -3.819
C -4.225 4.976 -5.089
C -2.947 4.113 -5.489
C -1.588 4.604 -4.846
C -1.261 6.083 -5.230
C -0.239 6.857 -4.293
C 1.104 6.142 -3.791
C 1.301 6.188 -2.199
C 0.132 5.541 -1.357
Si 0.530 3.714 -0.851
C 0.589 3.704 1.063
C 0.639 2.289 1.758
C 2.089 1.676 1.861
I -0.693 0.788 0.913
B 2.150 2.966 -1.706
C 2.166 1.435 -2.304
O 3.401 3.662 -1.825
H -3.333 4.795 -2.373
H -3.814 3.029 -2.701
H -4.839 4.121 -1.668
H -5.669 5.369 -3.495
H -5.743 3.650 -4.117
H -4.927 4.919 -5.970
H -3.985 6.057 -4.922
H -3.125 3.080 -5.092
H -2.836 3.979 -6.603
H -1.549 4.507 -3.731
H -0.756 3.952 -5.244
H -0.765 6.058 -6.247
H -2.181 6.716 -5.352
H -0.830 7.285 -3.433
H 0.085 7.751 -4.906
H 1.303 5.117 -4.209
H 1.936 6.794 -4.196
H 2.310 5.812 -1.896
H 1.308 7.300 -1.983
H -0.877 5.606 -1.862
H 0.007 6.158 -0.415
H -0.610 2.882 -1.307
H 1.486 4.318 1.379
H -0.306 4.248 1.492
H 0.296 2.444 2.820
H 2.045 0.558 1.957
H 2.789 2.016 1.061
H 2.520 2.060 2.835
H 1.206 0.916 -2.065
H 2.991 0.888 -1.745
H 2.389 1.513 -3.400
H 3.531 3.990 -2.725
C 5.271 -1.159 0.578
Cl 4.207 -1.618 1.912
Cl 4.576 0.157 -0.382
H 6.227 -0.836 0.982
H 5.411 -2.026 -0.064
C -2.482 3.330 3.305
Cl -1.257 4.283 4.151
Cl -3.628 4.373 2.452
H -1.990 2.683 2.579
H -3.024 2.728 4.030
C 1.348 -3.764 4.053
Cl -0.375 -3.489 4.339
Cl 2.269 -2.260 4.153
H 1.722 -4.456 4.804
H 1.475 -4.186 3.059
C -5.196 5.306 5.471
Cl -5.134 6.631 6.639
Cl -4.919 3.746 6.257
H -6.177 5.295 5.002
H -4.428 5.462 4.717
C -2.958 -5.137 2.092
Cl -3.845 -6.588 2.577
Cl -4.056 -3.877 1.505
H -2.410 -4.755 2.948
H -2.262 -5.397 1.296
C 0.069 6.004 -9.181
Cl 0.463 7.115 -7.865
Cl -0.103 4.345 -8.593
H -0.868 6.315 -9.635
H 0.866 6.035 -9.919
C -1.424 -7.798 -0.221
Cl -0.457 -6.465 0.425
Cl -0.701 -8.459 -1.692
H -1.484 -8.582 0.526
H -2.421 -7.429 -0.453
C 7.011 -3.687 -2.583
Cl 6.415 -3.955 -0.939
Cl 8.067 -2.272 -2.660
H 7.571 -4.563 -2.900
H 6.163 -3.531 -3.243
C 1.198 -11.178 0.484
Cl -0.532 -10.956 0.775
Cl 2.076 -9.650 0.636
H 1.589 -11.882 1.213
H 1.339 -11.567 -0.520
C 1.255 7.298 4.467
Cl -0.036 7.552 3.287
Cl 1.472 5.580 4.831
H 2.183 7.690 4.061
H 1.001 7.822 5.384
C 3.397 -8.260 -2.295
Cl 4.453 -6.961 -1.727
Cl 4.026 -9.003 -3.771
H 3.325 -9.019 -1.521
H 2.412 -7.848 -2.501
C 2.024 -3.696 7.971
Cl 3.358 -3.582 9.124
Cl 2.142 -5.166 6.995
H 1.086 -3.711 8.518
H 2.054 -2.832 7.311
C 0.013 -0.912 -4.390
Cl -0.497 0.472 -3.410
Cl 1.704 -1.340 -4.101
H -0.610 -1.766 -4.139
H -0.110 -0.661 -5.441
C -5.875 -5.661 -1.357
Cl -7.505 -6.313 -1.153
Cl -4.646 -6.885 -1.014
H -5.757 -5.322 -2.382
H -5.740 -4.828 -0.672
C 7.241 -4.419 10.034
Cl 8.232 -3.085 10.634
Cl 7.943 -5.137 8.580
H 7.171 -5.182 10.805
H 6.249 -4.042 9.797
C -6.009 -8.714 5.091
Cl -5.066 -7.386 5.775
Cl -5.265 -9.352 3.617
H -6.072 -9.512 5.825
H -7.005 -8.351 4.852


DFT (the ωB97M-V functional and the def2-TZVPD basis) results for one molecule with the formula C9H14N2O6.

Energy above the lowest of the compared OMol25 structures with the same formula, charge and spin, kJ/mol: 625.2
Largest force on an atom, eV/A: 5.2
LUMO energy, eV: -0.2
E, hartree: -912.164432
Kohn-Sham gap, eV: 9.703

Atoms and positions in Å:
O 0.522 -3.307 2.549
O -0.241 -1.059 -1.607
O 1.086 3.084 -1.328
O -1.615 5.300 1.136
O -3.137 4.325 0.028
O 1.115 -5.080 1.267
C 0.767 -3.868 1.453
C 0.444 -0.702 -0.679
C -0.068 2.859 -1.187
N 0.350 0.539 -0.186
N -2.009 4.815 0.116
C 1.428 -5.896 2.405
C -0.658 1.551 -0.577
C 0.568 -3.135 0.092
C 1.310 -1.764 -0.060
C -1.015 3.723 -1.940
C -1.291 4.929 -1.113
H 0.883 0.826 0.649
H 1.188 -5.468 3.331
H 2.493 -6.140 2.339
H 1.026 -6.842 2.209
H -1.255 1.763 0.384
H -1.494 1.158 -1.251
H 0.838 -3.668 -0.714
H -0.532 -2.960 -0.074
H 1.683 -1.483 0.942
H 2.236 -1.847 -0.736
H -0.649 3.984 -2.897
H -1.852 3.097 -2.019
H -1.796 5.795 -1.611
H -0.323 5.473 -0.920


DFT (the ωB97M-V functional and the def2-TZVPD basis) results for C31H23F4Ge as an isolated structure.

Energy above the lowest of the compared OMol25 structures with the same formula, charge and spin, kJ/mol: 0.0
Largest force on an atom, eV/A: 1.8
LUMO energy, eV: -5.5
E, hartree: -3671.173632
Total charge: +1
Kohn-Sham gap, eV: 6.312

Atoms and positions in Å:
F 2.354 -0.580 -4.114
C 2.280 -1.620 -3.205
C 2.208 -2.906 -3.740
C 2.107 -3.924 -2.800
F 2.039 -5.220 -3.253
C 1.993 -3.685 -1.438
C 2.081 -2.393 -0.914
C 2.022 -2.420 0.615
C 2.720 -1.347 1.419
C 2.538 -1.452 2.807
C 3.288 -0.653 3.655
F 3.185 -0.829 5.013
C 4.112 0.377 3.211
C 4.255 0.465 1.831
F 5.084 1.447 1.329
C 3.560 -0.337 0.912
C 2.176 -1.314 -1.827
H 2.242 -3.096 -4.818
H 1.808 -4.527 -0.775
H 2.416 -3.432 0.903
H 1.835 -2.177 3.219
H 4.661 1.033 3.888
H 3.656 -0.150 -0.164
H 2.117 -0.262 -1.515
H 0.974 -2.526 0.985
Ge -1.499 0.757 0.001
C -2.619 -0.067 -1.341
C -3.960 0.355 -1.429
C -4.788 -0.179 -2.431
C -4.277 -1.146 -3.314
C -2.949 -1.598 -3.205
C -2.112 -1.065 -2.208
C -2.176 0.740 1.814
C -3.006 1.814 2.186
C -3.558 1.844 3.478
C -3.274 0.809 4.385
C -2.422 -0.249 4.023
C -1.863 -0.287 2.734
C -0.463 2.298 -0.527
C -0.922 3.094 -1.595
C -0.226 4.267 -1.932
C 0.930 4.622 -1.213
C 1.426 3.796 -0.188
C 0.735 2.621 0.153
H -4.349 1.095 -0.721
H -5.829 0.156 -2.508
H -4.927 -1.567 -4.088
H -2.560 -2.368 -3.884
H -1.080 -1.418 -2.105
H -3.216 2.618 1.472
H -4.201 2.680 3.772
H -3.708 0.835 5.390
H -2.182 -1.042 4.740
H -1.192 -1.105 2.448
H -1.811 2.792 -2.161
H -0.580 4.886 -2.766
H 1.469 5.536 -1.477
H 2.356 4.047 0.339
H 1.126 1.959 0.935


DFT (the ωB97M-V functional and the def2-TZVPD basis) results for an isolated ion of composition C5H4NO6S and charge -1.

Energy above the lowest of the compared OMol25 structures with the same formula, charge and spin, kJ/mol: 70.0
Largest force on an atom, eV/A: 2.7
LUMO energy, eV: 3.4
E, hartree: -1097.390316
Total charge: -1
Kohn-Sham gap, eV: 8.424

Atoms and positions in Å:
C -2.186 -0.014 0.419
C -0.370 -1.377 0.678
C 1.938 0.142 -1.892
C -1.034 0.780 -0.127
C 0.114 -0.205 0.023
N -1.830 -1.308 0.622
O 2.552 0.332 -0.751
O -3.323 0.414 0.594
O 0.156 -2.360 1.158
O 2.574 0.055 -2.913
O 1.302 1.936 0.717
O 2.256 -0.072 1.736
S 1.535 0.534 0.665
H 0.809 0.017 -1.635
H -1.162 1.270 -1.136
H -0.867 1.642 0.557
H -2.463 -1.785 1.284